# 1
# C4H9N4

2 unconnected molecules or ions with the total composition C4H9N4 (ωB97M-V/def2-TZVPD, the Open Molecules 2025 dataset).

Properties
**Charge**: +1
**Gap between HOMO and LUMO (spin up / spin down)**: 0.289 / 0.289 Eh
**HOMO (spin up / spin down)**: -11.839 / -11.839 eV
**E_tot**: -10242.354 eV
**LUMO (spin up / spin down)**: -3.963 / -3.964 eV
**Spin multiplicity**: 1
**Energy above the lowest of the compared OMol25 structures with the same formula, charge and spin**: 544.6 kJ/mol

XYZ file:
```
17
Properties=species:S:1:pos:R:3:forces:R:3:lowdin_charge:R:1
C -2.1647 0.7933 0.7306 2.03 0.68 -0.14 -0.12
C -1.3845 1.7110 1.2582 0.40 1.36 1.33 -0.07
C 0.5423 0.8286 -0.0718 1.03 0.93 -0.71 -0.14
C -0.6548 2.5770 1.9509 -0.83 -0.36 -1.92 0.05
N -1.5967 -0.1067 -0.1555 -1.63 -1.41 0.01 0.00
N -0.3598 -0.0449 -0.2139 1.62 -0.60 -0.53 -0.12
N 1.7946 0.8548 0.2701 1.56 -1.59 3.47 0.12
N -0.0654 -2.1702 -1.7731 0.27 0.29 0.98 0.16
H -3.1773 0.7074 0.9357 -1.70 -0.16 0.23 0.10
H -0.5022 3.5933 1.5619 0.12 -0.51 0.20 0.09
H -0.1452 2.2691 2.8314 0.08 -0.03 0.90 0.07
H 0.2476 -1.2414 -1.0028 -0.61 -1.34 -1.36 0.17
H 2.5433 1.3350 -0.2033 -0.59 0.66 -0.38 0.11
H 2.2017 0.4289 1.2110 -1.42 0.75 -2.47 0.19
H 0.5107 -2.9775 -2.1119 0.02 1.24 0.74 0.14
H -0.3877 -1.6703 -2.6270 -0.46 -0.61 0.95 0.14
H -0.8012 -2.6002 -1.1610 0.10 0.69 -1.30 0.13
```
Positions in Å, forces in eV/Å.

***

# 2
# C4H9N5

A single C4H9N5 molecule (ωB97M-V/def2-TZVPD, the Open Molecules 2025 dataset).

Properties
**Gap between HOMO and LUMO**: 0.341 Eh
**HOMO**: -8.397 eV
**E_tot**: -11741.977 eV
**LUMO**: 0.882 eV
**SMILES**: CN/N=C1/CN=CNN1
**Spin multiplicity**: 1
**Energy above the lowest of the compared OMol25 structures with the same formula, charge and spin**: 256.2 kJ/mol

XYZ file:
```
18
Properties=species:S:1:pos:R:3:forces:R:3:lowdin_charge:R:1
C 2.2768 1.5554 0.3135 0.81 0.02 -0.07 -0.14
N 2.0685 0.1778 -0.1479 0.39 0.08 -0.17 -0.18
N 1.1768 -0.5092 0.7178 -0.69 -0.30 0.01 0.03
C -0.0568 -0.4089 0.3510 1.28 0.06 -0.38 -0.35
C -1.0691 -1.1873 1.1292 -0.98 -0.93 -0.03 -0.14
N -2.3129 -1.5491 0.3928 0.75 0.26 0.35 0.04
C -2.5353 -0.9160 -0.6732 -1.08 -0.17 -0.71 -0.26
N -1.7077 -0.0594 -1.3666 1.49 0.07 0.37 0.01
N -0.4331 0.2988 -0.7866 -0.60 -0.44 -0.24 0.05
H 2.6401 1.6662 1.3862 -0.26 -0.29 -1.23 0.09
H 2.9988 1.9876 -0.4227 -0.49 0.02 0.85 0.08
H 1.3220 2.0723 0.2285 0.07 0.16 -0.01 0.06
H 2.9575 -0.3407 -0.1752 -0.70 0.38 0.41 0.11
H -0.5616 -2.1219 1.4427 -0.31 0.58 -0.08 0.12
H -1.4331 -0.6928 2.0392 0.43 0.12 -0.17 0.12
H -3.5036 -1.0483 -1.2262 0.84 0.02 0.61 0.13
H -2.1395 0.7744 -1.6969 -0.51 0.44 -0.25 0.11
H 0.3123 0.3011 -1.5056 -0.43 -0.09 0.73 0.14
```
Positions in Å, forces in eV/Å.

***

# 3
# C4H9N5

2 unconnected molecules or ions with the total composition C4H9N5 (ωB97M-V/def2-TZVPD, the Open Molecules 2025 dataset).

Properties
**Gap between HOMO and LUMO**: 0.362 Eh
**HOMO**: -8.874 eV
**E_tot**: -11740.333 eV
**LUMO**: 0.986 eV
**Spin multiplicity**: 1
**Energy above the lowest of the compared OMol25 structures with the same formula, charge and spin**: 414.8 kJ/mol

XYZ file:
```
18
Properties=species:S:1:pos:R:3:forces:R:3:lowdin_charge:R:1
C 0.2243 -1.5429 -0.7823 0.82 -1.57 0.54 -0.37
C -1.5112 0.6481 1.4884 1.62 -1.30 1.48 -0.08
C -1.7281 0.4707 -1.1313 -2.19 -1.33 1.30 -0.07
C -0.8035 0.3893 0.1588 -0.53 3.51 -2.13 -0.47
N 0.8214 -2.3635 -1.4206 0.92 -1.10 -1.72 0.17
N 2.9279 0.5109 0.3347 -3.52 -0.63 -2.52 -0.27
N 1.9617 0.5825 -0.2288 1.02 0.97 -0.92 0.22
N 3.7954 0.4521 1.1137 2.83 1.24 3.93 0.10
N 0.0113 -0.7581 0.0944 -1.51 0.62 1.48 0.06
H -0.8020 0.9830 2.2970 -0.16 -0.53 -0.88 0.08
H -2.1227 1.4972 1.3994 -1.33 0.85 -0.34 0.05
H -2.0230 -0.2307 1.9535 0.07 0.66 -0.81 0.09
H -2.6602 -0.2487 -1.1416 1.86 1.05 0.29 0.11
H -1.1508 0.2483 -1.9904 0.80 -0.52 -0.83 0.04
H -2.1488 1.4413 -1.3703 0.01 0.43 0.59 0.06
H -0.1552 1.3871 -0.0551 -0.94 -2.33 0.80 0.14
H 4.5756 -0.1320 1.0036 0.87 -0.95 -0.70 0.06
H 0.7881 -3.3346 -1.7231 -0.63 0.92 0.42 0.08
```
Positions in Å, forces in eV/Å.

***

# 4
# C4H9N5O

2 unconnected molecules or ions with the total composition C4H9N5O (ωB97M-V/def2-TZVPD, the Open Molecules 2025 dataset).

Properties
**Gap between HOMO and LUMO**: 0.378 Eh
**HOMO**: -9.647 eV
**E_tot**: -13789.767 eV
**LUMO**: 0.652 eV
**SMILES**: [H]/N=C(\C)O.Cn1cnnn1
**Spin multiplicity**: 1
**Energy above the lowest of the compared OMol25 structures with the same formula, charge and spin**: 12.1 kJ/mol

XYZ file:
```
19
Properties=species:S:1:pos:R:3:forces:R:3:lowdin_charge:R:1
H 0.7338 -0.4853 -1.1138 0.69 0.65 0.11 0.07
N 0.5778 0.4794 -0.8023 -0.71 -1.35 -0.85 0.14
C 1.3587 0.9549 0.0452 0.15 0.97 1.37 -0.53
C 2.6743 0.5207 0.6752 -1.53 -1.97 0.01 -0.01
O 1.0359 2.0977 0.6855 2.37 0.15 0.85 0.04
H 3.3925 1.2899 0.5336 0.61 0.67 0.11 0.06
H 2.4254 0.3636 1.7689 0.69 0.12 -1.24 0.11
H 3.0207 -0.4143 0.1810 -0.12 0.56 0.58 0.08
H 0.2202 2.5430 0.5733 -1.74 0.01 -0.98 0.05
C -2.5978 -1.3345 -0.2702 2.49 -0.71 0.46 -0.03
N -2.3275 0.0713 -0.1622 -0.36 1.39 -1.54 -0.21
C -2.0999 1.0123 -1.1028 -0.46 1.09 1.08 -0.16
N -1.9951 2.2117 -0.4747 -0.06 -2.20 -0.76 0.01
N -2.1286 1.9144 0.8390 -0.42 0.08 -0.44 -0.06
N -2.3739 0.6654 1.0168 0.62 0.11 0.82 0.02
H -2.4623 -1.7045 -1.3410 0.44 0.31 1.81 0.12
H -2.0498 -1.7800 0.6496 -0.16 0.06 -2.23 0.13
H -3.5665 -1.5191 0.0100 -2.72 -0.23 0.29 0.04
H -2.0985 0.7961 -2.1711 0.23 0.28 0.52 0.12
```
Positions in Å, forces in eV/Å.

***

# 5
# C4H9N7

A single C4H9N7 molecule (ωB97M-V/def2-TZVPD, the Open Molecules 2025 dataset).

Properties
**Gap between HOMO and LUMO**: 0.366 Eh
**HOMO**: -9.570 eV
**E_tot**: -14722.823 eV
**LUMO**: 0.378 eV
**SMILES**: [H]/N=C(\N)NCCc1nnn[nH]1
**Spin multiplicity**: 1
**Energy above the lowest of the compared OMol25 structures with the same formula, charge and spin**: 113.3 kJ/mol

XYZ file:
```
20
Properties=species:S:1:pos:R:3:forces:R:3:lowdin_charge:R:1
H 1.6540 -2.0895 1.1614 0.17 0.02 -0.30 0.06
N 1.1782 -1.2765 0.7875 -0.50 -0.42 1.46 0.10
C 1.8120 -0.5803 -0.0541 -0.55 0.72 -1.70 -0.55
N 2.8623 -1.0491 -0.8783 1.16 -1.47 1.34 0.10
N 1.2824 0.6473 -0.4477 0.87 -1.84 0.57 0.01
C 0.4045 1.3771 0.4124 -1.20 3.82 -0.60 -0.19
C -1.1900 1.5113 0.1151 -0.48 0.44 -0.33 -0.11
C -2.0288 0.2908 -0.0014 -1.97 -1.33 0.09 -0.36
N -3.2599 0.2673 -0.6053 2.29 0.74 0.21 0.03
N -3.6681 -1.0100 -0.6011 0.63 0.89 1.46 -0.06
N -2.8222 -1.7016 0.0619 -0.12 -3.13 -0.56 -0.06
N -1.7793 -0.9768 0.3983 0.16 1.89 -0.08 0.06
H 3.7726 -0.5661 -0.8923 -1.01 0.43 0.04 0.10
H 3.1101 -1.9977 -0.5037 -0.45 1.04 -0.86 0.10
H 1.4635 0.8316 -1.4142 -0.24 0.72 -0.15 0.13
H 0.7326 2.5337 0.2663 -0.65 -2.53 0.83 0.14
H 0.5502 1.0611 1.4721 -0.03 0.24 -1.00 0.12
H -1.6574 2.2505 0.8978 1.01 -1.39 -1.47 0.14
H -1.5424 1.8247 -0.9245 1.55 1.02 1.17 0.12
H -0.8742 -1.3478 0.7499 -0.63 0.15 -0.13 0.12
```
Positions in Å, forces in eV/Å.

***

# 6
# C4H9NO

A gas-phase ion, C4H9NO (charge -1) (ωB97M-V/def2-TZVPD, the Open Molecules 2025 dataset).

Properties
**Charge**: -1
**Gap between HOMO and LUMO (spin up / spin down)**: 0.109 / 0.238 Eh
**HOMO (spin up / spin down)**: 0.737 / -2.813 eV
**E_tot**: -7828.727 eV
**LUMO (spin up / spin down)**: 3.711 / 3.674 eV
**Spin multiplicity**: 2
**Energy above the lowest of the compared OMol25 structures with the same formula, charge and spin**: 117.6 kJ/mol

XYZ file:
```
15
Properties=species:S:1:pos:R:3:forces:R:3:lowdin_charge:R:1
O -3.4307 1.2550 -0.4019 -0.92 0.22 -0.92 -0.24
C -2.3131 0.8631 0.0635 -0.97 -0.28 0.24 -0.53
C -1.2297 0.2838 -0.7018 1.45 -2.90 0.85 -0.27
C 0.0622 0.2037 0.1603 -2.60 -1.23 1.37 -0.28
C 1.2231 -0.5996 -0.2988 -0.86 -1.32 3.25 -0.29
N 2.3385 -0.5298 0.6902 0.93 1.62 -2.17 -0.01
H -2.0161 1.1912 1.0096 0.57 0.77 2.14 0.02
H -1.0958 0.8630 -1.5741 0.49 0.57 -1.64 0.07
H -1.4245 -0.8293 -0.9839 0.08 1.34 -0.27 0.11
H 0.2744 1.0670 0.6627 1.34 3.51 -0.11 0.06
H -0.2727 -0.1769 1.1890 -0.02 -0.93 -1.26 0.11
H 1.4301 -0.4437 -1.3050 1.32 0.71 -1.64 0.09
H 0.7886 -1.5815 -0.2645 0.16 -1.10 -0.35 0.09
H 3.2519 -0.4761 0.2552 -0.23 -0.04 0.06 0.04
H 2.4137 -1.0899 1.4993 -0.75 -0.93 0.45 0.03
```
Positions in Å, forces in eV/Å.

***

# 7
# C4H9NO

2 unconnected molecules or ions with the total composition C4H9NO (ωB97M-V/def2-TZVPD, the Open Molecules 2025 dataset).

Properties
**Charge**: -1
**Gap between HOMO and LUMO (spin up / spin down)**: 0.071 / 0.186 Eh
**HOMO (spin up / spin down)**: 1.176 / -2.081 eV
**E_tot**: -7827.593 eV
**LUMO (spin up / spin down)**: 3.100 / 2.990 eV
**Spin multiplicity**: 2
**Energy above the lowest of the compared OMol25 structures with the same formula, charge and spin**: 227.0 kJ/mol

XYZ file:
```
15
Properties=species:S:1:pos:R:3:forces:R:3:lowdin_charge:R:1
N -1.1063 -0.2350 -0.3438 0.60 1.65 -2.42 -0.05
C 0.1339 0.2307 -0.9954 -0.96 -1.65 1.62 -0.29
C 1.4101 -0.0542 -0.4672 -1.16 4.10 -5.83 -0.22
C 2.4423 0.7805 -1.0824 0.49 -2.64 3.39 -0.33
C 3.7126 0.9061 -0.4785 0.48 0.09 -0.16 -0.19
H -1.9613 -0.4256 -0.8962 1.09 -0.18 0.61 0.03
H -0.9481 -0.7275 0.4902 -0.17 -0.86 0.85 0.00
H 0.0736 0.6590 -1.9891 -0.46 0.05 0.24 0.06
H 1.5466 -0.6112 0.3420 0.68 -2.09 3.51 0.02
H 2.0015 1.3193 -1.8885 0.53 1.00 -0.51 0.04
H 4.3015 1.8632 -0.7151 -0.39 -1.84 0.55 -0.02
H 4.0558 0.0790 0.3254 -0.73 2.40 -1.85 0.03
H -4.5802 -1.5134 3.2797 -0.19 -0.44 1.40 -0.01
H -5.5863 -0.8366 2.2776 1.04 -0.48 0.49 0.04
O -4.6690 -1.1674 2.4151 -0.86 0.91 -1.89 -0.11
```
Positions in Å, forces in eV/Å.